10
Properties=species:S:1:pos:R:3:forces:R:3:mulliken_spin:R:1 method="wB97M-V/def2-TZVPD" multiplicity=3 energy_ha=-487.8618 orbital_gap_ev="10.60 / 6.85" e_homo_ha="-0.7831 / -0.7790" total_charge=+2
O 0.808765 -2.034553 -0.007600 -0.6 -2.3 -0.2 0.83
C -1.673100 -0.411741 -0.413128 -0.3 -0.4 -0.4 0.38
H -2.520763 0.263663 -0.536932 0.1 -0.1 0.0 0.02
C 0.943010 -0.842106 0.026493 1.6 5.3 0.4 -0.04
O -0.202182 1.375601 -0.193475 -0.7 -0.8 0.6 0.25
Ag 2.449250 1.540521 1.043587 2.0 3.0 1.7 0.01
C -0.395438 0.107435 -0.209477 0.2 -0.8 -0.2 0.44
O 1.967877 -0.118094 0.198381 -2.3 -4.4 -1.5 0.06
H -1.810535 -1.491528 -0.425664 -0.1 0.1 0.0 0.04
H 0.433118 1.610798 0.517818 0.3 0.5 -0.4 0.00

***

9
Properties=species:S:1:pos:R:3:forces:R:3:lowdin_charge:R:1 method="wB97M-V/def2-TZVPD" energy_ha=-508.1628 orbital_gap_ev="10.05 / 5.54" e_homo_ha="-0.7932 / -0.6948" total_charge=+2
C -0.648307 0.197249 0.477428 0.3 2.4 3.0 -0.05
Al 1.898324 0.737348 0.474027 8.1 1.1 -0.6 0.88
H -1.102309 -0.287757 1.352282 0.4 -0.8 -0.4 0.20
O 0.403587 0.971734 0.739152 -7.5 -0.8 0.7 -0.06
H -1.903104 -0.327691 -1.138424 -0.5 0.1 0.2 0.15
H -1.304484 1.437407 -1.144074 0.1 -0.1 0.1 0.16
O 2.171612 -1.060615 0.030914 0.1 -0.4 -0.1 0.05
C -1.365237 0.473686 -0.631849 -1.0 -0.4 -2.7 0.33
C 1.849922 -2.141360 -0.159454 0.0 -1.2 -0.2 0.35

***

9
Properties=species:S:1:pos:R:3:forces:R:3:mulliken_spin:R:1 method="wB97M-V/def2-TZVPD" multiplicity=2 energy_ha=-507.4491 orbital_gap_ev="7.93 / 7.95" e_homo_ha="-0.9539 / -0.9580" total_charge=+3
H 2.029154 -0.350178 -0.603615 0.9 0.1 0.3 0.00
H -0.347433 -1.276390 1.268325 -1.0 1.6 1.1 0.00
H 1.898244 -2.074435 0.106263 -0.3 -1.0 -0.3 0.00
Al -2.863864 0.774677 -1.621486 -3.4 -1.1 -3.0 0.51
C 0.316309 -0.764182 0.568980 4.5 -4.9 -1.2 0.00
O -1.754388 1.349762 -0.560009 0.4 -0.4 0.7 0.39
C 1.475072 -1.065521 0.012053 -3.0 3.6 0.7 0.01
C -0.781454 1.413194 0.116145 3.5 5.3 2.9 0.11
O 0.028361 1.993072 0.713345 -1.5 -3.2 -1.2 -0.01

***

9
Properties=species:S:1:pos:R:3:forces:R:3:lowdin_charge:R:1 method="wB97M-V/def2-TZVPD" energy_ha=-5363.8650 orbital_gap_ev="8.29 / 8.27" e_homo_ha="-0.2963 / -0.3126"
H -0.983719 0.284711 -0.478881 -1.3 -0.7 0.2 0.09
Br 2.019022 -2.051783 -1.398434 0.4 0.2 -0.2 0.73
C 0.638431 -0.095254 0.932690 -0.6 -0.9 -0.7 -0.12
H 0.402846 0.524593 -1.295566 1.4 1.4 0.1 0.09
C 0.021823 -0.051114 -0.490987 1.3 -1.6 0.8 -0.31
C 0.335516 -1.459171 -0.954353 -1.5 0.3 0.9 -1.23
Br -0.851526 -2.801414 -0.421008 -0.3 -0.4 0.0 0.66
F 1.973776 0.036684 0.938723 -0.1 0.1 0.3 -0.04
H 0.264653 -0.869075 1.711598 0.6 1.4 -1.5 0.13

***

15
Properties=species:S:1:pos:R:3:forces:R:3:lowdin_charge:R:1 method="wB97M-V/def2-TZVPD" energy_ha=-23282.1947 orbital_gap_ev=10.02 e_homo_ha=-0.3766
Br 1.608479 -2.304583 2.865303 0.0 -0.1 0.2 0.60
Br -1.858387 3.701431 1.393668 0.1 -0.1 0.0 0.56
H 1.854496 -0.948923 0.836122 0.1 -0.1 -0.1 -0.03
Br -3.339949 1.275475 0.006981 -0.1 -0.2 -0.2 0.57
C 2.107239 -0.678667 -2.725112 0.0 -0.3 -0.3 -1.67
Br 3.180072 0.864488 -2.375023 0.1 0.1 0.1 0.59
Br 2.294925 -1.259485 -4.555462 0.0 0.0 -0.1 0.58
H -2.415247 1.476534 2.307876 0.0 -0.1 0.0 -0.07
C -2.966792 2.140640 1.659956 0.1 0.6 0.3 -1.68
C 1.058443 -1.593134 1.178821 0.0 0.3 0.0 -1.65
H 2.461302 -1.512530 -2.136321 0.1 0.1 0.2 -0.06
Br -0.479428 -0.445358 1.317487 -0.1 -0.1 0.1 0.57
Br 0.275676 -0.385199 -2.264738 -0.2 0.4 -0.3 0.55
Br 0.782399 -2.975066 -0.118639 0.1 -0.4 0.2 0.58
Br -4.563234 2.644382 2.609081 -0.1 -0.1 0.0 0.58

***

9
Properties=species:S:1:pos:R:3:forces:R:3:lowdin_charge:R:1 method="wB97M-V/def2-TZVPD" energy_ha=-3610.3793 orbital_gap_ev="7.53 / 7.00" e_homo_ha="-0.3547 / -0.3473"
H -0.393318 -0.087625 0.893631 -1.5 0.4 -0.5 0.11
C 1.015600 -0.261237 -0.543604 2.2 1.0 -0.5 -0.71
H -1.013082 0.447086 -0.959326 -0.4 0.5 0.9 0.12
C 0.082392 -1.364258 -0.815151 0.8 0.1 2.9 -0.83
C -0.429399 -0.068866 -0.202232 0.6 -2.0 -0.2 -0.14
Cl 1.585722 0.709416 -1.969467 -0.1 -0.8 0.8 0.58
Br 0.702947 -3.023775 1.377300 -0.5 1.2 -1.6 -0.04
Cl -0.338705 -2.306003 -2.105536 0.1 0.2 0.1 0.78
H 1.746271 -0.196664 0.343696 -1.2 -0.6 -1.8 0.13

***

9
Properties=species:S:1:pos:R:3:forces:R:3:lowdin_charge:R:1 method="wB97M-V/def2-TZVPD" smiles="ClC/C=C(/Cl)Br" energy_ha=-3610.4006 orbital_gap_ev="8.30 / 8.22" e_homo_ha="-0.3161 / -0.3134"
H 1.483215 0.710560 -1.227840 0.2 0.2 1.3 0.10
H 0.237131 1.487252 -0.094614 1.9 -1.4 -0.1 0.02
Br -2.123891 1.160412 -0.088287 -0.7 0.2 0.1 0.74
C 0.297574 -0.635178 -0.132190 -9.4 1.5 1.6 -0.20
C -1.343254 -0.497166 0.165765 7.7 -0.9 -1.7 -1.16
C 1.024138 0.631386 -0.201992 -1.3 0.8 -1.1 -0.70
Cl 2.171211 0.629395 1.154379 0.5 0.5 -0.1 0.56
Cl -2.340586 -1.859861 0.391724 0.2 0.2 0.0 0.59
H 0.594461 -1.626803 0.033056 0.9 -1.0 0.1 0.05